(1)
Computed, not measured: an isolated molecule of C4H6O2 in a non-equilibrium geometry, with wB97M-V/def2-TZVPD.

Each line ends with the Mulliken charge.
Geometry (Å):
O (0.45, -1.17, -0.64)  -0.35
O (0.56, 2.17, 0.63)  -0.71
C (-0.81, -1.05, -0.01)  -0.36
C (1.23, -0.13, -0.10)  -0.36
C (0.27, 1.09, 0.07)  0.55
C (-1.01, 0.42, 0.09)  -0.47
H (2.09, 0.03, -0.75)  0.29
H (-0.06, 1.18, -1.15)  0.17
H (-1.59, -1.60, -0.55)  0.33
H (-0.76, -1.47, 1.02)  0.25
H (1.54, -0.35, 0.93)  0.26
H (-1.91, 0.89, 0.47)  0.41

* max |F|: 1.69 eV/Å
* total energy: -8336.0970 eV
* highest occupied orbital energy: -0.3267 Eh

***

(2)
Computed, not measured: a 8-piece molecular cluster, C16H27N7O3Si overall, with wB97M-V/def2-TZVPD.

Each line ends with the Mulliken charge.
Geometry (Å):
Si (-0.54, -2.46, 1.37)  0.50
O (-2.04, -1.26, -0.99)  -0.54
O (-0.34, -0.15, -1.95)  -0.62
O (-1.23, -1.64, 2.64)  -0.45
N (-3.97, 1.35, -0.35)  -0.59
N (-1.30, 2.47, 1.34)  -0.40
N (-0.73, 3.94, -4.81)  -0.45
N (2.14, 3.99, 0.13)  -0.52
N (3.41, -2.85, 0.47)  -0.45
N (5.33, -7.36, -0.76)  -0.44
N (-1.23, 5.23, 4.52)  -0.45
C (0.10, -1.17, 0.17)  -0.40
C (-1.74, 1.56, -4.51)  -0.31
C (0.34, 2.91, -1.41)  -0.07
C (-0.74, -0.81, -1.03)  0.58
C (-0.42, 5.30, 3.71)  0.32
C (3.15, -5.39, 0.98)  -0.77
C (1.36, 3.52, -0.57)  0.22
C (-4.14, 0.74, 0.61)  0.55
C (-3.67, 3.53, 1.55)  -1.16
C (6.50, -5.72, -2.42)  -0.74
C (3.29, -3.97, 0.70)  0.40
C (-1.16, 2.88, -4.72)  0.34
C (-4.31, -0.07, 1.80)  -0.66
C (0.59, 5.37, 2.65)  -0.58
C (5.84, -6.64, -1.49)  0.41
C (-2.35, 2.94, 1.43)  0.49
H (7.51, -5.52, -2.08)  0.27
H (-1.55, -3.33, 0.74)  -0.13
H (-3.66, -0.94, 1.75)  0.13
H (2.88, -5.54, 2.02)  0.29
H (6.53, -6.17, -3.41)  0.27
H (-1.21, -2.11, 3.48)  0.28
H (-5.35, -0.40, 1.88)  0.36
H (-0.62, 3.01, -0.91)  0.06
H (0.56, 1.86, -1.56)  0.05
H (-4.05, 0.51, 2.68)  0.29
H (5.94, -4.79, -2.47)  0.27
H (-4.30, 3.18, 0.73)  0.44
H (-3.60, 4.61, 1.50)  0.37
H (-1.72, 0.98, -5.43)  0.31
H (1.52, 5.78, 3.04)  0.35
H (0.77, 4.38, 2.25)  0.09
H (-2.77, 1.67, -4.18)  0.25
H (-1.18, 1.04, -3.73)  -0.04
H (2.38, -5.82, 0.34)  0.26
H (0.30, 3.41, -2.38)  0.24
H (-4.12, 3.24, 2.50)  0.32
H (0.20, -0.23, 0.73)  0.19
H (1.12, -1.42, -0.16)  0.41
H (4.09, -5.90, 0.78)  0.25
H (0.58, -3.28, 1.88)  -0.25
H (0.23, 6.02, 1.85)  0.26
H (-2.62, -0.48, -0.90)  0.23

* SMILES: O=C(O)C[SiH2]O.CC#N.CC#N.CC#N.CC#N.CC#N.CC#N.CC#N
* max |F|: 0.86 eV/Å
* total energy: -41480.0116 eV
* highest occupied orbital energy: -0.3903 Eh

***

(3)
Computed, not measured: a 2-piece molecular cluster, H2O4P2 overall in a non-equilibrium geometry, with wB97M-V/def2-TZVPD.

Each line ends with the Mulliken charge.
Geometry (Å):
P (-0.24, 1.11, -0.08)  0.59
P (-0.12, -1.18, 0.03)  0.20
O (-1.12, -1.79, 0.95)  -0.66
O (-1.31, 1.58, -1.03)  -0.74
O (0.14, -1.80, -1.32)  -0.68
O (-0.24, 1.79, 1.23)  -0.71
H (1.05, 1.03, -0.57)  -0.03
H (1.84, -0.75, 0.79)  0.02

* net charge: -2
* max |F|: 1.79 eV/Å
* total energy: -26800.9552 eV
* highest occupied orbital energy: 0.0099 Eh

***

(4)
Computed, not measured: C9H3Co2N3O6 as an isolated structure in a non-equilibrium geometry, with wB97M-V/def2-TZVPD.

Each line ends with the Mulliken charge.
Geometry (Å):
Co (0.22, -2.22, -0.41)  0.22
Co (-0.70, 0.47, -1.53)  0.02
O (1.78, 1.76, -2.44)  -0.38
O (-1.16, -1.22, -3.87)  -0.39
O (-0.63, -4.61, -1.85)  -0.40
O (-2.46, 2.74, -2.29)  -0.39
O (0.59, -2.82, 2.39)  -0.40
O (2.92, -1.39, -1.05)  -0.35
N (0.36, 3.09, 3.52)  -0.73
N (0.87, 2.93, 4.58)  0.27
N (1.38, 2.76, 5.64)  -0.53
C (-0.43, 0.68, 0.21)  -0.37
C (-1.81, 1.86, -1.92)  0.10
C (1.86, -1.76, -0.81)  0.00
C (-0.04, 1.44, 1.25)  -0.60
C (0.47, -2.69, 1.25)  0.14
C (-0.28, -3.66, -1.27)  0.04
C (0.83, 1.24, -2.03)  0.10
C (-1.01, -0.59, -2.92)  0.35
C (-0.96, -0.58, -0.11)  0.33
H (0.15, 2.50, 1.08)  0.25
H (-1.90, -0.97, 0.31)  0.44
H (-0.02, 1.04, 2.27)  0.27

* net charge: -2
* max |F|: 5.55 eV/Å
* total energy: -101386.0038 eV
* highest occupied orbital energy: -0.0186 Eh

***

Number 1: Kohn-Sham gap 8.09 eV. Number 2: Kohn-Sham gap 10.87 eV. Number 3: Kohn-Sham gap 7.07 eV. Number 4: Kohn-Sham gap 5.34 eV.